No. 1
{
  "formula": "C34H47BaN9P2",
  "method": "ωB97M-V with the def2-TZVPD basis set",
  "total_energy_ha": -2524.72634,
  "relative_energy_kcal_mol": 11.1,
  "max_force_ha_per_bohr": 0.039,
  "orbital_gap_ev": 2.55,
  "e_homo_ev": -3.1896,
  "total_charge": 0,
  "symbols": ["Ba", "C", "N", "C", "C", "N", "C", "P", "C", "N", "C", "C", "N", "C", "C", "N", "C", "C", "N", "C", "H", "H", "H", "H", "H", "H", "H", "H", "H", "H", "H", "H", "H", "H", "H", "N", "C", "C", "N", "C", "C", "N", "H", "H", "H", "H", "H", "H", "H", "H", "H", "H", "H", "H", "H", "C", "P", "C", "C", "H", "H", "H", "H", "H", "H", "H", "H", "H", "C", "C", "C", "C", "C", "C", "C", "C", "C", "C", "C", "C", "C", "C", "C", "H", "H", "H", "H", "H", "H", "H", "H", "H", "H"],
  "positions_angstrom": [[-0.373, -0.253, -0.419], [-5.508, 1.822, -2.958], [-4.592, 0.816, -2.450], [-4.693, -0.530, -2.674], [-3.625, -1.118, -2.050], [-2.888, -0.143, -1.452], [-3.462, 1.016, -1.709], [-3.003, 2.657, -1.044], [-1.317, 2.921, -1.747], [-0.247, 2.175, -1.566], [0.841, 2.895, -1.944], [0.422, 4.131, -2.363], [-0.937, 4.149, -2.224], [-1.803, 5.255, -2.603], [-2.690, 2.261, 0.735], [-1.889, 1.359, 1.265], [-1.833, 1.594, 2.604], [-2.616, 2.677, 2.900], [-3.154, 3.098, 1.717], [-4.091, 4.202, 1.574], [-6.280, 1.323, -3.537], [-4.988, 2.526, -3.606], [-5.976, 2.367, -2.140], [-5.496, -0.943, -3.259], [-3.323, -2.153, -2.001], [1.836, 2.486, -1.894], [0.957, 4.978, -2.754], [-1.198, 6.013, -3.092], [-2.282, 5.691, -1.728], [-2.569, 4.915, -3.296], [-1.265, 0.964, 3.270], [-2.834, 3.177, 3.827], [-4.345, 4.566, 2.565], [-4.998, 3.867, 1.076], [-3.649, 5.013, 0.999], [1.471, 1.413, 1.340], [2.531, 0.732, 2.088], [2.180, -0.733, 2.341], [1.845, -1.477, 1.137], [2.965, -1.980, 0.342], [3.425, -1.046, -0.767], [2.308, -0.725, -1.651], [1.775, 2.308, 0.978], [0.674, 1.608, 1.938], [2.739, 1.201, 3.057], [3.449, 0.792, 1.503], [1.302, -0.764, 2.997], [3.015, -1.190, 2.894], [1.253, -2.262, 1.384], [2.618, -2.898, -0.138], [3.825, -2.231, 0.980], [4.247, -1.557, -1.284], [3.833, -0.116, -0.363], [1.852, -1.578, -1.997], [2.651, -0.205, -2.450], [-1.571, -2.525, 3.932], [-1.737, -2.176, 2.134], [-3.512, -1.700, 2.083], [-1.822, -3.866, 1.452], [-2.319, -3.246, 4.267], [-1.689, -1.606, 4.511], [-0.579, -2.929, 4.142], [-4.135, -2.442, 2.588], [-3.832, -1.618, 1.043], [-3.657, -0.728, 2.557], [-2.604, -4.456, 1.935], [-0.861, -4.366, 1.586], [-1.988, -3.819, 0.374], [-0.182, -2.659, -1.608], [-0.118, -3.647, -2.355], [-0.057, -4.777, -3.201], [-0.586, -6.017, -2.685], [-1.089, -7.063, -3.496], [-1.628, -8.216, -2.956], [-1.710, -8.405, -1.580], [-1.242, -7.383, -0.758], [-0.702, -6.227, -1.290], [0.512, -4.601, -4.514], [1.053, -5.657, -5.287], [1.616, -5.443, -6.532], [1.687, -4.169, -7.089], [1.187, -3.109, -6.339], [0.624, -3.312, -5.093], [-1.079, -6.943, -4.572], [-2.010, -8.980, -3.626], [-2.127, -9.313, -1.163], [-1.297, -7.494, 0.321], [-0.347, -5.441, -0.634], [1.054, -6.659, -4.879], [2.025, -6.290, -7.074], [2.121, -4.010, -8.068], [1.236, -2.099, -6.737], [0.245, -2.470, -4.526]],
  "forces_ev_per_a": [[1.36, -1.48, 0.12], [0.00, 0.01, 0.01], [0.06, 0.05, -0.07], [-0.01, -0.05, -0.01], [-0.13, 0.23, -0.06], [0.00, 0.18, 0.07], [-0.33, 0.02, 0.21], [-0.15, -0.43, -0.30], [0.03, 0.45, 0.73], [-0.04, 0.03, -0.09], [-0.33, 0.27, -0.16], [0.03, -0.01, -0.04], [-0.06, -0.06, -0.13], [-0.02, 0.01, 0.05], [0.33, 0.49, -0.18], [-0.08, -0.02, -0.08], [-0.33, 0.21, -0.06], [-0.01, -0.02, 0.00], [-0.06, -0.04, 0.00], [0.03, 0.03, -0.04], [0.00, 0.00, 0.00], [0.00, 0.00, -0.01], [0.00, 0.00, 0.00], [0.01, 0.00, -0.01], [0.05, 0.01, -0.08], [0.01, 0.00, -0.05], [0.00, -0.01, -0.02], [0.00, 0.00, 0.00], [0.00, 0.00, 0.00], [0.00, 0.01, -0.01], [0.00, 0.00, 0.01], [-0.04, -0.03, 0.01], [0.00, 0.00, 0.00], [0.00, 0.00, 0.01], [0.00, 0.00, 0.01], [-0.15, 0.04, 0.05], [0.03, -0.06, -0.08], [-0.04, 0.03, -0.02], [-0.05, 0.04, 0.15], [0.00, -0.07, -0.01], [-0.06, -0.09, 0.02], [0.02, 0.33, -0.14], [0.09, -0.02, 0.03], [0.06, 0.02, 0.06], [0.03, 0.00, -0.01], [-0.01, 0.01, -0.01], [0.01, -0.02, 0.01], [-0.01, 0.01, 0.03], [-0.03, 0.00, -0.07], [0.00, -0.01, 0.01], [0.00, 0.00, 0.00], [0.01, 0.03, -0.01], [0.00, 0.00, 0.01], [-0.05, 0.00, 0.07], [-0.04, -0.13, -0.10], [0.01, -0.01, 0.00], [-0.05, -0.03, 0.04], [-0.01, 0.00, -0.03], [0.01, -0.02, -0.01], [0.00, 0.00, 0.00], [0.00, 0.01, -0.01], [0.00, 0.00, 0.00], [-0.01, -0.01, -0.01], [0.00, 0.00, 0.00], [0.01, 0.00, 0.01], [0.00, 0.00, 0.00], [0.00, 0.00, 0.01], [0.03, 0.01, -0.01], [-0.14, 0.11, 0.25], [0.01, -0.05, -0.01], [0.00, 0.06, 0.02], [0.01, -0.07, 0.02], [0.08, 0.02, -0.01], [-0.02, -0.03, 0.01], [0.01, 0.02, -0.01], [-0.02, -0.01, 0.01], [-0.05, 0.06, -0.01], [-0.02, 0.01, -0.07], [-0.07, -0.01, 0.01], [0.02, 0.00, -0.02], [-0.02, 0.00, 0.02], [0.02, 0.01, -0.01], [0.03, 0.01, 0.05], [-0.01, -0.01, 0.00], [0.01, 0.00, 0.00], [-0.01, 0.00, 0.00], [0.01, 0.00, 0.00], [0.02, -0.01, 0.00], [0.01, 0.00, -0.01], [-0.01, 0.00, 0.00], [0.01, 0.00, 0.00], [-0.01, 0.00, 0.00], [0.00, 0.00, -0.01]],
  "mulliken_charge": [1.3918, -0.8232, 0.2390, -0.5559, -0.7922, 0.8310, -0.4923, -0.5357, -0.3405, 0.4499, -1.0071, -0.5017, 0.2189, -0.7763, -0.5225, 1.1373, -0.9424, -0.7716, 0.2366, -0.8169, 0.3144, 0.3030, 0.3045, 0.4081, 0.4838, 0.5466, 0.4182, 0.3158, 0.2511, 0.3121, 0.5256, 0.4591, 0.3241, 0.3282, 0.2680, -0.1905, -0.8533, -0.5619, 0.3526, -0.8293, -0.6439, -0.0845, 0.2010, 0.0086, 0.4336, 0.3043, 0.1718, 0.3474, -0.0602, 0.4376, 0.3141, 0.4186, 0.2552, -0.1588, 0.2260, -1.4941, 1.0989, -1.2935, -1.3759, 0.4350, 0.3584, 0.3737, 0.4515, 0.2336, 0.3481, 0.5309, 0.3653, 0.1957, -0.9129, -0.2253, 0.0625, 0.1170, -0.4454, -0.6130, -0.4966, -0.4516, -0.1655, 0.3949, -0.4210, -0.6175, -0.4941, -0.4794, -0.5109, 0.5412, 0.3506, 0.3599, 0.3392, 0.2365, 0.5460, 0.3490, 0.3603, 0.3372, 0.3342]
}

=====

No. 2
{
  "formula": "C9H7IrN2O5",
  "method": "ωB97M-V with the def2-TZVPD basis set",
  "total_energy_ha": -935.72534,
  "multiplicity": 6,
  "max_force_ha_per_bohr": 0.169,
  "orbital_gap_ev": [6.92, 6.91],
  "e_homo_ev": [-18.0457, -23.4357],
  "total_charge": 3,
  "symbols": ["O", "C", "Ir", "O", "C", "C", "O", "C", "O", "C", "O", "H", "C", "C", "N", "C", "C", "N", "H", "H", "H", "H", "H", "H"],
  "positions_angstrom": [[0.802, 5.233, 0.845], [0.695, 4.110, 0.629], [-0.091, -0.759, -0.197], [0.639, 0.738, 2.441], [0.386, 0.363, 1.376], [-1.507, -1.654, 0.768], [-2.305, -2.246, 1.366], [-0.066, -2.188, -1.616], [-0.128, -2.989, -2.444], [-1.238, 0.473, -1.114], [-1.935, 1.231, -1.648], [0.419, 2.392, 0.338], [2.396, -3.233, 0.279], [2.831, -1.861, -0.044], [2.078, -0.796, -0.285], [2.909, 0.294, -0.499], [4.199, -0.146, -0.399], [4.126, -1.497, -0.118], [3.187, -3.722, 0.858], [1.473, -3.207, 0.868], [2.228, -3.803, -0.643], [2.528, 1.288, -0.675], [5.118, 0.401, -0.497], [4.901, -2.133, 0.032]],
  "forces_ev_per_a": [[-0.44, -4.06, -0.78], [0.46, 4.35, 0.85], [-0.23, -0.89, -0.99], [-1.07, -1.17, -3.20], [1.81, 3.18, 5.34], [-5.55, -4.62, 4.85], [3.26, 2.66, -2.66], [0.61, -4.15, -4.60], [-0.18, 2.89, 2.99], [-4.46, 5.85, -4.04], [2.85, -3.34, 2.32], [-0.03, -0.20, 0.00], [0.19, 0.41, 0.31], [0.48, -1.04, 0.09], [1.67, 2.09, -0.54], [-3.60, -0.96, 0.22], [2.53, -2.75, 0.52], [0.97, 1.84, -0.36], [-0.21, -0.13, -0.11], [0.11, -0.13, -0.11], [0.03, -0.06, -0.01], [0.03, 0.12, -0.06], [0.40, 0.07, -0.03], [0.36, 0.04, -0.01]],
  "nbo_charge": [-0.3399, 0.5677, 0.8224, -0.3045, 0.3733, 0.4602, -0.1892, 0.4279, -0.2640, 0.4709, -0.1924, -0.0767, -0.7145, 0.6112, -0.5467, 0.1558, 0.2130, -0.4864, 0.3116, 0.2722, 0.3255, 0.2913, 0.3131, 0.4983]
}

=====

No. 3
{
  "formula": "C3H2NO2Se",
  "method": "ωB97M-V with the def2-TZVPD basis set",
  "total_energy_ha": -2722.15593,
  "relative_energy_kcal_mol": 48.0,
  "max_force_ha_per_bohr": 0.089,
  "orbital_gap_ev": 6.20,
  "e_homo_ev": -3.0128,
  "total_charge": -1,
  "symbols": ["C", "C", "C", "N", "O", "O", "Se", "H", "H"],
  "positions_angstrom": [[-2.771, 1.793, -0.246], [-2.614, -0.592, 0.150], [-1.904, 0.631, -0.179], [-3.428, 2.727, -0.129], [-3.150, -1.368, 0.863], [-2.352, -0.428, -1.075], [2.037, 0.309, -0.116], [-0.826, 0.799, -0.323], [1.883, -0.274, -1.294]],
  "forces_ev_per_a": [[0.37, 0.39, 0.41], [0.27, -1.03, 2.29], [0.39, 1.59, -0.30], [-0.14, 0.05, -0.21], [-0.17, -0.04, 0.27], [-0.50, -0.87, -3.34], [0.17, 2.07, 3.99], [0.12, -0.14, 0.95], [-0.49, -2.02, -4.06]],
  "nbo_charge": [0.2435, 0.8041, -0.1634, -0.3039, -0.5316, -0.4071, -0.9849, 0.3166, 0.0266]
}

=====

No. 4
{
  "formula": "C5H13NO3P",
  "method": "ωB97M-V with the def2-TZVPD basis set",
  "total_energy_ha": -820.13813,
  "relative_energy_kcal_mol": 94.3,
  "max_force_ha_per_bohr": 0.101,
  "orbital_gap_ev": [8.31, 8.31],
  "e_homo_ev": [-4.6869, -4.6850],
  "total_charge": -1,
  "symbols": ["C", "C", "C", "C", "C", "N", "O", "O", "O", "P", "H", "H", "H", "H", "H", "H", "H", "H", "H", "H", "H", "H", "H"],
  "positions_angstrom": [[1.394, 1.158, -0.678], [3.327, -0.068, 0.516], [-2.531, 1.896, -0.611], [0.464, -0.950, 1.582], [2.113, 0.333, 0.396], [-3.085, 0.581, -1.090], [-0.830, -0.970, -0.813], [0.983, -2.772, -0.404], [-1.316, -2.918, 0.876], [-0.373, -1.961, 0.207], [0.521, 0.570, -1.161], [1.988, 1.465, -1.505], [1.048, 2.008, -0.086], [3.767, -0.658, 1.418], [4.100, 0.409, -0.143], [0.778, -3.607, 0.174], [-3.031, 2.248, 0.323], [-1.530, 1.739, -0.324], [-2.567, 2.573, -1.505], [-0.040, -0.108, 1.967], [1.195, -1.285, 2.221], [-2.442, -0.108, -0.753], [-3.933, 0.426, -0.608]],
  "forces_ev_per_a": [[-1.12, -1.64, 1.25], [3.60, -0.28, 1.64], [-1.62, -0.60, -0.99], [1.04, 1.62, -4.24], [-4.93, -1.63, -0.44], [0.49, 1.67, 0.11], [0.18, -0.54, 0.15], [-2.31, -1.96, 2.43], [0.73, 0.06, -0.43], [1.20, 1.26, 0.87], [1.21, 0.85, 1.32], [1.09, 0.46, -0.50], [-0.43, 0.29, -0.59], [-1.04, 0.82, -1.82], [-0.46, -0.54, 0.43], [1.10, 1.61, -1.74], [0.03, 0.26, -0.92], [1.42, -0.09, 0.09], [-0.04, 0.06, 1.27], [-0.94, 0.76, 0.40], [1.44, -1.32, 1.45], [0.53, -0.86, -0.18], [-1.16, -0.25, 0.44]],
  "nbo_charge": [-0.7322, -0.5443, -0.4288, -0.6896, 0.1060, -0.8555, -1.1853, -0.9937, -1.1619, 2.3167, 0.2988, 0.1915, 0.2054, 0.1976, 0.1742, 0.4776, 0.1604, 0.1994, 0.1726, 0.1845, 0.1744, 0.4081, 0.3241]
}